Entry from the OMol25 dataset: a molecular structure, C23H18N7O4S3Sn (ωB97M-V/def2-TZVPD).

Positions of all 56 atoms, in Å:
Sn 0.0594 -0.0930 0.3307
O -2.7915 5.3824 -0.1582
C -2.7554 5.0190 1.1381
C -3.3744 5.8685 2.0581
C -3.3904 5.5551 3.4037
C -2.7863 4.3892 3.8641
C -2.1627 3.5532 2.9555
C -2.1296 3.8425 1.5935
C -1.4136 2.8877 0.6878
O -0.7874 1.9218 1.1956
N -1.5104 3.1577 -0.6093
N -0.7720 2.2615 -1.3651
C -0.9538 2.3220 -2.6135
S -0.0177 1.2902 -3.7096
C -1.1847 1.4843 -5.0727
C -1.6387 2.9343 -5.0828
S -2.1304 3.3910 -3.4000
H -2.3297 4.6515 -0.6637
H -3.8401 6.7704 1.6823
H -3.8788 6.2265 4.1006
H -2.8010 4.1387 4.9165
H -1.6732 2.6428 3.2782
H -2.0350 0.8165 -4.9320
H -0.6650 1.2168 -5.9931
H -2.5058 3.0754 -5.7290
H -0.8318 3.5841 -5.4224
O 3.0419 0.0832 3.2501
C 2.0705 -0.4701 2.7649
O 1.7428 -0.3280 1.5135
C 1.2678 -1.4272 3.6351
C 1.9203 -1.8003 4.8156
C 1.3813 -2.6985 5.7129
C 0.1375 -3.2548 5.4369
C -0.5314 -2.8933 4.2872
C 0.0000 -1.9747 3.3650
S -1.0899 -1.6251 2.0162
H 2.8851 -1.3471 4.9966
H 1.9198 -2.9610 6.6150
H -0.3151 -3.9644 6.1198
H -1.5065 -3.3127 4.0737
N 3.6125 -1.1814 -3.2597
C 3.2714 -0.6847 -2.0606
N 2.0789 -1.1139 -1.7254
C 1.7266 -1.8945 -2.7801
N 2.6282 -1.9665 -3.7399
C 0.4335 -2.5985 -2.8538
C 0.1345 -3.4642 -3.9029
N -1.0441 -4.0666 -3.9979
C -1.9151 -3.8152 -3.0238
C -1.6052 -2.9831 -1.9581
N -0.4345 -2.3675 -1.8794
H 4.4513 -1.0384 -3.7943
H 3.8973 -0.0301 -1.4765
H 0.8686 -3.6665 -4.6727
H -2.8864 -4.2906 -3.0930
H -2.3022 -2.8157 -1.1445

The frontier orbital gap is 0.246 hartree. As for the total charge: -1. The calculation puts the lowest unoccupied orbital energy at 2.117 eV. The HOMO energy comes out at -4.5843 eV. The value obtained for the energy above the lowest of the compared OMol25 structures with the same formula, charge and spin is 11.53 kcal/mol.

=====

Entry from the OMol25 dataset: a molecular structure, C15H12N6PdSeTe4 (ωB97M-V/def2-TZVPD).

Positions of all 39 atoms, in Å:
Pd 0.0922 0.3402 0.9764
Se 0.9585 -6.4426 -2.3835
N 0.4116 -4.8606 -2.9785
C 0.4457 -4.0406 -1.9604
C 0.0623 -2.6374 -2.0437
C -0.3932 -2.0358 -3.2192
C -0.7449 -0.7049 -3.1958
C -0.6313 0.0040 -2.0045
N -0.1930 -0.5581 -0.8860
C 0.1485 -1.8622 -0.8919
C 0.6012 -2.4190 0.3750
N 0.6483 -1.5774 1.4396
C 1.0468 -2.0643 2.6119
C 1.4129 -3.3924 2.7923
C 1.3738 -4.2513 1.7193
C 0.9602 -3.7591 0.4803
C 0.8860 -4.5929 -0.7143
N 1.2079 -5.8605 -0.7241
H -0.4632 -2.6281 -4.1220
H -1.1078 -0.2036 -4.0812
H -0.9042 1.0472 -1.9435
H 1.0924 -1.3787 3.4452
H 1.7263 -3.7238 3.7715
H 1.6542 -5.2925 1.8086
Te 0.4024 1.2435 3.4094
Te 0.4322 2.5279 6.7624
Te 1.2227 4.5332 5.4426
Te 1.3198 3.6840 2.9128
C -0.4917 4.9549 -1.6820
N -1.0902 4.4014 -0.4578
C -2.2523 5.0829 0.1340
C -0.7557 3.2162 -0.0458
N -0.4444 2.1718 0.3407
H -0.5071 6.0389 -1.6006
H -1.0575 4.6539 -2.5635
H 0.5403 4.6244 -1.7712
H -1.9719 6.1049 0.3809
H -2.5562 4.5630 1.0389
H -3.0818 5.0933 -0.5723

The frontier orbital gap (spin up / spin down) is 0.183 / 0.183 hartree. As for the total charge: +2. The calculation puts the lowest unoccupied orbital energy (spin up / spin down) at -8.316 / -8.314 eV. The HOMO energy (spin up / spin down) comes out at -13.2859 / -13.2834 eV. The value obtained for the energy above the lowest of the compared OMol25 structures with the same formula, charge and spin is 3.21 kcal/mol.

=====

Entry from the OMol25 dataset: a single C4H10O2S2 molecule (ωB97M-V/def2-TZVPD).

Positions of all 18 atoms, in Å:
C -0.5898 1.5294 2.2693
C 1.2367 -2.3356 -0.0008
C -0.7097 1.1565 -1.1908
C -0.1037 0.0057 -0.0194
O 0.0740 -1.4467 -2.2686
O 0.0979 1.2311 -2.3035
S 0.7691 0.6065 1.4776
S 0.8678 -1.0262 -1.1532
H -0.6470 0.9939 3.1512
H -1.4400 1.3653 1.6179
H -0.3890 2.5346 2.4206
H 1.8387 -1.7233 0.6139
H 1.9119 -2.9750 -0.5180
H 0.3172 -2.6885 0.4664
H -1.7487 0.9441 -1.4960
H -0.5231 2.1203 -0.6572
H -0.8139 -0.7177 0.3425
H -0.1484 0.4258 -2.7521

The frontier orbital gap (spin up / spin down) is 0.182 / 0.219 hartree. As for the total charge: 0. The calculation puts the lowest unoccupied orbital energy (spin up / spin down) at 0.747 / -2.859 eV. The HOMO energy (spin up / spin down) comes out at -4.2059 / -8.8181 eV. Its spin multiplicity is 3.

=====

Entry from the OMol25 dataset: a single CH6N2O molecule (ωB97M-V/def2-TZVPD).

Positions of all 10 atoms, in Å:
C 0.6422 0.7312 -0.0902
N -1.3887 -0.5272 0.0567
N -0.2523 -0.1151 0.8280
O 1.0243 -0.0779 -1.1856
H 0.2537 1.6880 -0.6856
H 1.4751 0.7353 0.5251
H -1.0335 -0.9593 -0.8246
H -1.8174 -1.3165 0.5290
H -0.4646 0.6159 1.6702
H 1.5612 -0.7743 -0.8229

The frontier orbital gap is 0.343 hartree. As for the total charge: 0. The calculation puts the lowest unoccupied orbital energy at 1.053 eV. As for the SMILES: NNCO. The HOMO energy comes out at -8.2693 eV. The value obtained for the energy above the lowest of the compared OMol25 structures with the same formula, charge and spin is 65.76 kcal/mol.

=====

Entry from the OMol25 dataset: a molecular structure, C11H18BrCuNO5S (ωB97M-V/def2-TZVPD).

Positions of all 38 atoms, in Å:
C 4.0148 -0.2470 0.5303
C 2.9815 -0.9493 -0.3502
C 3.3803 -2.4068 -0.5609
C 1.5509 -0.8189 0.2124
C 0.6751 0.1846 -0.5782
C -0.1128 1.2217 0.2392
O 0.1674 1.2604 1.6230
C 1.2889 1.8435 1.9664
N 2.2936 2.2748 2.3153
O 0.0903 2.5228 -0.3861
S -0.8880 2.6005 -1.6853
O -1.7027 3.7565 -1.6303
O -0.1304 2.3119 -2.8382
O -1.8540 1.3376 -1.2688
C -1.6223 1.1918 0.1246
C -2.4345 0.1513 0.8639
C -2.8212 -1.1042 0.0575
C -4.3315 -1.3341 -0.0791
Br -4.9349 -1.2607 -1.9109
H 5.0021 -0.4156 0.0987
H 4.0365 -0.6853 1.5273
H 3.8697 0.8292 0.5714
H 3.0428 -0.4699 -1.3302
H 3.5026 -2.9455 0.3775
H 4.3424 -2.4304 -1.0721
H 2.6716 -2.9171 -1.2119
H 1.0939 -1.8034 0.1019
H 1.5781 -0.6182 1.2801
H 1.3300 0.7454 -1.2385
H 0.0027 -0.3643 -1.2325
H -1.9290 2.1660 0.5299
H -3.4211 0.6277 1.1466
H -1.9621 -0.1315 1.7991
H -2.4265 -1.9730 0.5811
H -2.3393 -1.0705 -0.9143
H -4.9112 -0.5923 0.4752
H -4.6107 -2.3061 0.3089
Cu -4.4828 1.8186 1.5571

The frontier orbital gap is 0.245 hartree. As for the total charge: +1. The calculation puts the lowest unoccupied orbital energy at -7.034 eV. The HOMO energy comes out at -13.6867 eV.